w:
DFT (ωB97M-V with the def2-TZVPD basis set) results for the molecule C2H10N4.

Its structure (SMILES) is CN(C)NNN. The LUMO energy comes out at 1.0 eV. Its total charge is 0. The spin multiplicity is 1. The value obtained for the HOMO-LUMO gap is 9.76 eV.

```
16
Properties=species:S:1:pos:R:3:lowdin_charge:R:1
N -2.01 1.47 -0.49 -0.020
N 0.05 -0.52 0.08 -0.283
N 0.04 0.43 -0.97 -0.108
N -0.62 1.63 -0.64 -0.175
C 0.67 -1.74 -0.40 -0.117
C 0.72 0.00 1.34 -0.074
H 1.78 0.24 1.15 0.080
H -2.23 0.63 0.06 0.059
H 0.67 -0.81 2.07 0.074
H 0.20 0.84 1.80 0.062
H 0.57 -2.51 0.36 0.078
H 0.15 -2.05 -1.31 0.080
H 0.99 0.69 -1.27 0.112
H 1.73 -1.59 -0.64 0.078
H -2.42 1.35 -1.42 0.065
H -0.27 1.96 0.28 0.089
```



x:
DFT (ωB97M-V with the def2-TZVPD basis set) results for C2H10N4 as an isolated structure.

The LUMO energy comes out at 1.2 eV. Its total charge is 0. The spin multiplicity is 1. The value obtained for the HOMO-LUMO gap is 9.36 eV.

```
16
Properties=species:S:1:pos:R:3:lowdin_charge:R:1
N 1.47 0.64 -1.43 0.016
N 0.79 -1.60 -1.53 -0.027
N -0.44 -0.40 0.35 -0.146
N 0.45 -0.32 -1.35 -0.226
C -1.72 0.15 0.04 -0.170
C 0.23 0.39 1.34 -0.166
H 1.80 0.60 -2.36 0.060
H -1.99 1.18 0.33 0.081
H 1.29 0.12 1.39 0.065
H 2.20 0.49 -0.75 0.053
H 1.32 -2.06 -0.80 0.060
H -2.02 0.22 -0.97 0.057
H -2.27 -0.55 0.60 0.066
H 0.11 1.45 1.06 0.073
H -0.12 -2.17 -1.47 0.115
H -0.19 0.24 2.35 0.090
```



y:
DFT (ωB97M-V with the def2-TZVPD basis set) results for a 2-piece molecular cluster, C2H10N4 overall.

Its structure (SMILES) is [H]/N=C/N.NCN. The LUMO energy comes out at 0.8 eV. Its total charge is 0. The spin multiplicity is 1. The value obtained for the HOMO-LUMO gap is 9.85 eV.

```
16
Properties=species:S:1:pos:R:3:lowdin_charge:R:1
N 0.65 0.40 1.60 -0.018
N -0.80 -1.09 -1.79 0.068
N 1.07 2.01 -0.27 -0.013
N -2.44 -2.25 -0.54 0.046
C -1.30 -1.81 -0.75 -0.454
C 0.73 1.84 1.33 -0.234
H 2.09 2.08 -0.37 0.041
H 1.15 0.12 2.36 0.008
H -0.53 -2.37 -0.31 0.085
H -0.29 2.49 1.47 0.132
H 1.09 -0.05 0.81 0.038
H -2.45 -3.16 -0.01 0.059
H 0.74 1.50 -0.99 -0.044
H 1.58 2.30 1.89 0.090
H 0.22 -0.91 -1.91 0.108
H -1.50 -1.09 -2.52 0.088
```



Which structure above is the least stable? It is x.